20
Properties=species:S:1:pos:R:3:mulliken_charge:R:1 method="wB97M-V/def2-TZVPD" molar_mass_da=114.17 e_above_lowest_ev=3.952 e_tot_ha=-361.62289 spin_multiplicity=1 total_charge=+1 homo_lumo_gap_ev=10.70
C -2.64823 -0.08146 -0.02568 -0.980
C -1.45777 0.23649 0.47492 -0.139
C 2.29397 0.18912 0.08738 0.407
C -0.10208 2.28856 -0.19214 -1.089
C -0.34566 0.75566 -0.38629 0.226
N 3.45594 0.33149 0.12899 -0.205
N 1.05071 -0.01983 0.03129 -0.373
N 0.26539 -2.40253 -0.04855 -0.855
H -3.23420 -0.32971 0.77616 0.325
H -2.89892 -0.30160 -0.98538 0.393
H -1.34721 0.09612 1.57849 0.319
H 0.79959 2.85414 -0.57201 0.338
H -0.13418 2.24502 0.94360 0.363
H -1.15645 2.75480 -0.45403 0.304
H -0.50049 0.28837 -1.37065 0.316
H 4.40521 0.63330 0.33209 0.315
H 0.50906 -0.99685 -0.00792 0.445
H 0.75189 -2.70144 -0.85007 0.295
H -0.58046 -3.06934 -0.11939 0.308
H 0.87389 -2.77033 0.65919 0.286